The following is a DFT calculation (the ωB97M-V functional and the def2-TZVPD basis) of a structure of composition C55H31AsN8O6Re.

```
! RIJCOSX wB97M-V def2-TZVPD def2/J DEFGRID3
* xyz 0 2
Re -0.256 -1.015 -0.549
C -4.739 3.881 0.003
C -5.298 3.039 0.983
C -4.831 1.756 1.178
C -3.770 1.335 0.378
C -3.037 0.093 0.315
N -2.073 0.161 -0.657
C -2.171 1.405 -1.225
N -1.459 1.917 -2.207
C -0.498 1.240 -2.775
C 0.252 1.736 -3.908
C 0.177 2.918 -4.638
C 1.080 3.082 -5.670
C 2.028 2.090 -5.976
C 2.085 0.908 -5.264
C 1.177 0.750 -4.221
C 0.939 -0.345 -3.302
N 1.575 -1.494 -3.436
C 1.233 -2.552 -2.750
N 0.293 -2.621 -1.756
C 0.164 -3.933 -1.386
N -0.650 -4.443 -0.499
C -1.522 -3.719 0.173
N -1.738 -2.374 0.122
C -2.785 -2.086 0.952
N -3.359 -0.922 1.097
C -3.242 -3.297 1.608
C -4.255 -3.541 2.526
C -4.435 -4.850 2.935
C -3.637 -5.888 2.433
C -2.637 -5.643 1.510
C -2.452 -4.326 1.109
C 1.088 -4.746 -2.159
C 1.351 -6.110 -2.153
C 2.324 -6.569 -3.022
C 3.009 -5.695 -3.877
C 2.739 -4.338 -3.887
C 1.768 -3.879 -3.007
N -0.051 -0.007 -2.423
C -3.224 2.163 -0.593
C -3.706 3.454 -0.804
H -5.139 4.880 -0.120
H -6.112 3.411 1.591
H -5.255 1.099 1.925
H -0.560 3.673 -4.398
H 1.062 3.989 -6.260
H 2.720 2.259 -6.791
H 2.801 0.132 -5.497
H -4.870 -2.735 2.904
H -5.207 -5.084 3.657
H -3.811 -6.898 2.780
H -2.017 -6.435 1.114
H 0.817 -6.774 -1.487
H 2.567 -7.623 -3.044
H 3.765 -6.094 -4.540
H 3.261 -3.655 -4.543
H -3.280 4.086 -1.572
O 5.292 -1.876 2.138
C 4.240 -1.752 1.581
C 2.954 -2.542 1.880
O 2.824 -3.405 2.714
C 1.962 -1.944 0.987
C 2.501 -0.960 0.196
O 1.704 -0.335 -0.626
C 3.909 -0.725 0.486
O 4.664 0.105 0.030
O 0.688 -2.177 0.880
O -0.273 0.265 1.162
As 0.473 1.718 1.548
C 1.957 1.305 2.676
C 3.053 2.153 2.777
C 4.107 1.806 3.610
C 4.056 0.626 4.338
C 2.951 -0.210 4.248
C 1.894 0.128 3.416
C 1.055 2.814 0.097
C 2.319 2.610 -0.452
C 2.725 3.376 -1.532
C 1.877 4.343 -2.055
C 0.617 4.542 -1.509
C 0.197 3.773 -0.435
C -0.822 2.668 2.586
C -0.747 4.039 2.803
C -1.686 4.653 3.620
C -2.682 3.898 4.222
C -2.748 2.528 4.009
C -1.820 1.908 3.186
H 3.103 3.065 2.194
H 4.975 2.448 3.675
H 4.891 0.344 4.965
H 2.925 -1.142 4.796
H 1.039 -0.531 3.315
H 2.991 1.857 -0.062
H 3.703 3.207 -1.962
H 2.194 4.936 -2.904
H -0.049 5.285 -1.929
H -0.796 3.916 -0.026
H 0.037 4.629 2.344
H -1.637 5.721 3.787
H -3.412 4.380 4.860
H -3.527 1.941 4.477
H -1.879 0.843 2.994
*
```

Gap between HOMO and LUMO (alpha / beta)   0.1730 / 0.1767 Ha
Largest force on an atom   0.26 eV Å⁻¹
Expectation value of S²   0.76
Energy above the lowest of the compared OMol25 structures with the same formula, charge and spin   0.00 kJ/mol
Highest occupied orbital energy (alpha / beta)   -6.47 / -6.52 eV

These are the Mulliken partial charges, in e, on atoms 1 to 5: 2.5540 -0.8270 -0.7438 -0.1729 0.4829

=====

The following is a DFT calculation (the ωB97M-V functional and the def2-TZVPD basis) of a structure of composition C55H34F2N5Ta.

```
! RIJCOSX wB97M-V def2-TZVPD def2/J DEFGRID3
* xyz 2 1
Ta 0.000 0.441 -0.201
C 5.938 2.834 4.181
C 4.993 3.655 3.584
C 3.976 3.101 2.821
C 3.903 1.723 2.658
C 4.852 0.899 3.256
C 5.868 1.457 4.017
C 2.810 1.131 1.835
C 2.961 1.104 0.463
C 4.130 1.527 -0.233
C 3.984 1.168 -1.531
C 2.720 0.522 -1.657
N 2.060 0.530 -0.433
C 2.277 -0.126 -2.797
C 1.085 -0.834 -2.842
C 0.640 -1.558 -3.985
C -0.603 -2.019 -3.712
C -0.946 -1.580 -2.399
C -2.207 -1.729 -1.849
C -3.268 -2.406 -2.644
C -3.216 -3.780 -2.856
C -4.214 -4.404 -3.589
C -5.261 -3.659 -4.115
C -5.313 -2.289 -3.905
C -4.322 -1.661 -3.166
C -2.523 -1.309 -0.562
N -1.611 -0.742 0.329
C -2.251 -0.789 1.571
C -1.626 -0.586 2.792
C -2.426 -0.788 4.033
C -3.319 0.192 4.452
C -4.062 0.001 5.608
C -3.918 -1.168 6.341
C -3.031 -2.148 5.920
C -2.283 -1.961 4.767
C -0.289 -0.234 2.909
C 0.360 -0.024 4.162
C 1.587 0.487 3.899
C 1.705 0.585 2.483
N 0.561 0.114 1.862
C -3.576 -1.265 1.414
C -3.744 -1.585 0.101
N 0.124 -0.873 -1.835
C 3.126 -0.069 -4.018
C 3.879 -1.174 -4.404
C 4.669 -1.108 -5.542
C 4.704 0.057 -6.297
C 3.954 1.159 -5.913
C 3.167 1.099 -4.773
H 6.731 3.267 4.775
H 5.052 4.727 3.712
H 3.237 3.738 2.348
H 4.798 -0.174 3.123
H 6.608 0.818 4.479
H 4.977 1.996 0.238
H 4.687 1.283 -2.338
H 1.208 -1.678 -4.890
H -1.256 -2.588 -4.351
H -2.403 -4.363 -2.440
H -4.176 -5.473 -3.747
H -6.036 -4.148 -4.688
H -6.127 -1.708 -4.316
H -4.362 -0.591 -3.003
H -3.435 1.102 3.876
H -4.754 0.765 5.934
H -4.499 -1.315 7.240
H -2.923 -3.062 6.488
H -1.593 -2.727 4.436
H -0.087 -0.233 5.119
H 2.354 0.776 4.597
H -4.274 -1.394 2.223
H -4.604 -2.030 -0.369
H 3.853 -2.080 -3.811
H 5.258 -1.964 -5.839
H 5.319 0.105 -7.185
H 3.981 2.065 -6.503
H 2.577 1.956 -4.470
F -1.098 2.141 -5.345
C -0.694 2.473 -4.121
C -0.827 1.544 -3.102
C -0.433 1.868 -1.805
C 0.071 3.165 -1.564
C 0.249 4.035 -2.637
F 0.797 5.241 -2.445
C -0.128 3.716 -3.925
C 0.225 3.531 -0.157
C 0.544 4.797 0.320
C 0.430 5.067 1.670
C -0.011 4.069 2.525
C -0.238 2.817 2.004
N -0.095 2.517 0.695
H -1.251 0.585 -3.364
H 0.001 4.420 -4.735
H 0.842 5.567 -0.370
H 0.657 6.056 2.045
H -0.165 4.244 3.579
H -0.568 2.023 2.655
*
```

Gap between HOMO and LUMO   0.2131 Ha
Largest force on an atom   0.31 eV Å⁻¹
Highest occupied orbital energy   -12.88 eV

These are the Mulliken partial charges, in e, on atoms 1 to 5: 0.9495 -0.4611 -0.8839 0.1872 -1.3488